1.
Here is a structure of composition C38H33BrN2O4PPtS from OMol25. Energies are from ωB97M-V/def2-TZVPD.

Geometry as XYZ:
```
81
Properties=species:S:1:pos:R:3:forces:R:3:lowdin_charge:R:1
Pt 0.653112 -0.524854 0.438871 -0.60 0.28 -0.15 0.959
Br -4.499496 1.053027 -5.798193 -0.03 0.33 -0.20 0.677
S 0.243388 2.178067 1.061012 0.37 -0.82 0.67 0.713
P -0.209801 -1.657296 2.156512 2.89 -0.21 0.69 0.906
O 3.381008 -0.104385 1.108566 2.88 2.86 -2.44 -0.009
O 1.558787 0.181498 -1.311040 0.66 -0.07 0.01 -0.197
O -3.219412 -1.801628 -1.090378 -1.11 -1.10 0.42 0.047
O -1.483973 -0.481659 -0.527419 -0.35 -0.63 -0.59 -0.209
N 1.332510 2.440369 -1.385581 0.51 0.52 0.80 0.117
N -0.854432 2.994212 -1.233548 2.71 -0.25 1.41 -0.131
C -0.562149 -0.152435 4.483244 -2.01 -2.61 2.38 -0.019
C -2.971173 2.410505 -0.154510 -2.78 0.35 -3.84 -0.086
C -2.745211 -5.128804 0.956690 0.64 -2.18 2.08 -0.098
C -2.265047 -3.486703 2.526252 5.75 7.09 1.44 -0.114
C -0.681362 0.198610 -4.628323 3.92 -0.71 1.66 -0.112
C -2.601852 1.088886 5.059284 -0.83 0.94 2.86 -0.157
C -1.985260 3.528013 -0.566340 1.10 1.33 3.86 -0.259
C -1.551098 -4.852538 0.249846 -6.37 -5.26 -1.89 -0.171
C -1.118948 -3.123329 1.732235 -1.79 -1.50 -1.93 -0.256
C -2.316062 -1.049853 -1.342229 1.34 2.18 -0.82 -0.630
C 6.359566 1.892543 -1.867191 -3.13 -0.39 -3.46 -0.058
C 5.718338 0.622091 -1.804270 0.18 -0.40 -0.46 -0.145
C -2.994295 -4.449363 2.123883 -7.15 -8.83 -1.51 -0.171
C -0.194855 4.251013 -3.321082 0.82 2.41 -1.06 -0.070
C 3.486091 1.516915 -1.879252 -0.31 -4.94 2.15 -0.142
C 2.746188 -3.735498 4.413633 -0.69 2.71 -0.23 -0.086
C -0.864253 3.093452 -2.654509 0.20 3.67 2.09 -0.262
C 5.350056 3.040058 -2.130205 6.28 -2.40 -1.47 -0.097
C -1.121346 -0.462646 3.208117 3.29 -1.53 2.32 -0.423
C 1.354315 -2.335123 2.913460 -0.84 0.64 2.24 -0.293
C 3.868044 -2.911238 3.973874 -3.21 -0.85 0.24 -0.102
C 2.033278 1.346258 -1.436447 0.81 0.34 -1.85 -0.459
C -3.187728 -0.077856 -3.614054 -2.56 0.67 1.80 -0.130
C -1.669444 0.710428 -5.408331 -2.06 -1.54 3.48 -0.134
C -2.166677 -0.527010 -2.829160 3.15 -0.31 0.87 -0.112
C 4.312326 0.327667 -1.764111 -0.17 -0.04 -0.30 -0.002
C -0.809608 -3.851912 0.387906 4.79 9.92 5.01 -0.043
C -2.940036 0.552314 -4.821567 -0.30 -0.05 -1.04 -0.674
C 0.292276 2.614439 -0.586845 -2.04 -0.86 -1.71 -0.718
C -1.391957 0.599923 5.489865 2.75 -1.95 -4.68 -0.059
C 1.506719 -3.260524 4.032994 1.12 -0.53 -2.96 -0.133
C 4.061086 2.729139 -2.105600 -3.69 4.21 -2.03 -0.138
C -3.073213 0.794785 3.819682 -2.22 -0.37 -2.04 -0.084
C 2.524045 -1.585139 2.593532 -2.95 -0.07 -2.55 -0.265
C -2.330717 -0.048121 2.921730 -5.54 2.87 -1.93 -0.144
C 3.782953 -1.921502 3.080163 0.48 1.64 -2.13 -0.057
C 2.461139 -0.799047 1.328946 -1.86 -1.55 3.29 -0.500
C -0.847777 -0.381095 -3.353787 -1.86 -0.19 -0.87 -0.021
H 0.961847 4.177195 -3.248093 -2.08 0.27 -0.19 0.080
H 2.666985 -4.667465 4.988010 1.14 0.54 -0.14 0.093
H -1.910348 -5.389686 -0.547890 1.83 -1.38 -3.53 0.078
H 5.841183 3.786329 -2.835519 -1.16 -0.17 1.69 0.109
H -2.465469 1.594184 0.373453 -0.29 0.54 0.12 0.024
H -0.463783 2.301958 -3.048056 2.28 -4.76 -2.00 0.042
H 3.915221 -0.899853 -1.780905 1.04 4.33 0.26 0.198
H -2.122340 4.464256 -1.182534 -1.53 -0.98 0.91 0.131
H 0.916602 -4.112936 4.063087 -2.72 -0.85 0.60 0.062
H -0.550824 5.322352 -2.981920 0.72 -2.08 -0.42 0.101
H 0.005239 -0.760967 -2.822312 0.16 0.18 0.22 0.087
H -0.905096 0.828579 6.378295 0.26 0.15 1.78 0.065
H 6.367750 -0.221569 -2.060477 -0.08 0.06 0.63 0.081
H -2.430042 -2.721462 3.326455 -0.31 -1.38 -0.27 0.118
H -3.879061 -5.204996 2.522475 1.69 3.34 0.60 0.156
H -3.473785 1.934721 -1.135689 1.48 0.62 1.72 0.105
H -4.217606 -0.064156 -3.046233 1.78 -0.16 -1.86 0.153
H 3.297260 3.572935 -2.565021 1.81 -2.06 1.60 0.157
H -0.545461 4.151317 -4.405192 0.86 0.36 1.18 0.090
H -1.417383 1.201653 -6.253630 0.11 1.43 -2.75 0.066
H -3.351817 -6.177429 0.818592 1.63 2.98 -0.32 0.152
H 7.301561 1.737438 -2.564327 -1.31 1.25 2.25 0.121
H -0.015980 -3.138977 -0.166136 -1.73 -2.69 0.51 0.136
H -3.926711 2.848788 0.229730 1.09 -0.38 0.71 0.072
H -3.247668 1.577879 5.877182 0.89 -0.41 -1.68 0.126
H -1.844497 3.078396 -2.913134 -3.16 -0.02 -0.91 0.096
H 4.738795 -3.295410 4.157273 5.30 -1.83 1.38 0.026
H -2.856539 -0.268777 1.943158 0.89 0.05 1.09 0.131
H 0.435370 0.302912 -4.889645 -1.87 -0.06 -0.12 0.136
H 0.031007 -1.140058 4.826889 -0.10 3.20 -0.30 0.135
H -4.162208 1.177433 3.555874 2.51 -1.01 0.28 0.141
H 4.546880 -1.355211 2.398564 -0.58 -1.38 2.18 0.155
H -1.607129 3.905974 0.541355 -0.72 -0.51 -2.81 0.125
```
Forces are in eV/Å.

Its multiplicity is 3. Its energy above the lowest of the compared OMol25 structures with the same formula, charge and spin is 303.44 kcal per mole. The charge is -1. As for the expectation value of S²: 2.020. As for the max |F|: 0.2354 Eh/bohr. Its total energy is -144513.4526 eV.


2.
Here is a cluster of 7 separate species, C34H65NO8S in total from OMol25. Energies are from ωB97M-V/def2-TZVPD.

Geometry as XYZ:
```
109
Properties=species:S:1:pos:R:3:forces:R:3:lowdin_charge:R:1
S 1.489383 -1.597155 2.029365 0.73 0.12 -2.59 0.782
O -3.366712 -4.093222 -4.763844 0.05 0.26 0.20 -0.080
O 2.287338 -0.494932 -2.461234 -0.04 1.52 -2.02 -0.220
O 0.564056 2.904694 -3.379530 0.20 -0.59 2.93 -0.221
O 5.259009 5.564011 -0.597273 0.26 0.05 -0.10 -0.060
O -5.640601 -2.972992 6.671075 -0.08 -0.32 -0.01 -0.064
O 3.974723 -3.597244 -1.584684 0.11 0.08 0.11 -0.067
O -1.485727 -1.665702 5.400719 -0.10 0.15 -0.11 -0.071
O -0.883845 7.598547 -1.283469 0.27 0.00 -0.08 -0.086
N 1.841257 -0.332092 -1.178457 0.34 -2.80 3.50 -0.147
C 3.854389 5.374550 -0.447717 0.07 -0.05 0.71 -0.506
C 1.934240 0.665459 -3.295044 -0.64 1.24 -1.83 -0.118
C -0.722685 -2.480352 6.286909 0.31 -0.35 -0.54 -0.496
C 4.515546 0.114513 -0.922767 0.64 -1.02 3.71 0.018
C -3.324195 -5.338243 -5.456187 -0.50 0.10 -0.45 -0.501
C 3.278347 6.510605 0.382319 -0.18 0.31 -0.13 -0.065
C 3.063863 -0.428451 -0.293861 4.83 0.37 2.41 -0.080
C 4.522854 -1.007798 2.157563 0.51 1.34 -3.16 -0.057
C -0.660591 -3.346725 0.674274 -0.06 1.07 -3.46 -0.064
C 4.328455 -4.592546 -3.744062 0.33 -0.02 -0.18 -0.067
C -1.779407 8.723571 0.642950 0.08 -0.12 0.34 -0.065
C -2.085984 7.843036 -0.557999 0.00 0.68 -0.07 -0.501
C 0.842085 -1.440240 -0.932979 -3.88 -3.64 -0.15 -0.085
C 5.921337 0.102235 -0.017109 -2.86 -1.19 2.11 -0.057
C -0.054498 -1.975936 -2.239464 -1.20 -1.89 3.19 0.019
C 0.001177 3.864852 -2.372808 -1.04 0.20 -0.21 -0.246
C -0.977217 4.893239 -3.193462 -0.30 -0.39 -0.23 -0.089
C 0.502740 -2.157431 0.501889 -1.26 -0.77 -2.89 -0.376
C -3.105601 8.495608 -1.477748 -0.26 -0.17 -0.19 -0.064
C -4.676354 -0.955347 5.788958 0.32 -0.06 -0.19 -0.067
C 5.978820 -0.446573 1.555129 -4.85 0.03 -3.11 -0.063
C 3.594533 4.025424 0.203393 -0.06 -0.28 -0.21 -0.067
C -1.577494 -3.882013 -0.616520 3.81 3.91 -0.55 -0.059
C -1.111005 -3.937355 6.092076 -0.27 -0.18 0.22 -0.058
C -1.222650 -3.161977 -2.078888 1.61 1.00 3.07 -0.043
C -6.286607 -0.906635 7.715827 -0.06 0.01 0.40 -0.071
C 2.687225 -5.558999 -2.106855 -0.10 -0.26 0.22 -0.064
C -5.168460 -1.677855 7.032911 -0.46 0.36 -0.49 -0.504
C 4.017241 -4.842265 -2.277026 -0.56 0.33 -0.30 -0.499
C -4.654211 -6.054978 -5.286015 -0.08 -0.25 0.26 -0.067
C 0.992123 1.758675 -2.515296 -0.45 -0.01 0.16 -0.176
C -3.012979 -5.088524 -6.923222 0.34 0.00 -0.15 -0.067
C 0.758480 -2.261539 6.022950 0.23 0.23 0.18 -0.066
C 3.118773 -0.972765 1.251542 2.55 0.97 -1.90 -0.368
H -1.034986 8.246829 1.289634 -0.16 0.01 -0.08 0.080
H 2.521573 3.842591 0.318231 0.08 -0.02 0.05 0.071
H -4.336247 -1.815818 7.731801 -0.13 -0.20 -0.12 0.138
H 4.475949 -1.436646 3.269983 -0.04 1.04 -2.83 0.091
H 2.470426 -5.721010 -1.045537 0.09 0.00 -0.14 0.081
H 2.195893 6.402345 0.502476 0.09 0.04 0.02 0.076
H 4.817612 -5.440096 -1.827514 -0.06 0.24 0.07 0.138
H 3.412937 5.390509 -1.450176 0.26 0.04 0.03 0.135
H 6.975176 -0.429087 2.173331 -2.33 -0.12 -1.32 0.079
H 3.563424 -3.957333 -4.204419 -0.06 -0.13 0.09 0.079
H 1.538532 2.259419 -1.584898 -0.99 -1.55 -1.85 0.127
H 2.693154 -6.528195 -2.615270 -0.04 0.07 0.03 0.077
H 1.373243 -2.862905 6.699921 -0.03 0.05 -0.09 0.081
H -7.149682 -0.795606 7.049891 0.15 0.06 -0.06 0.079
H -2.058918 -4.561141 -7.029754 -0.10 -0.14 0.05 0.081
H -0.539637 8.453700 -1.590636 -0.17 -0.34 0.16 0.099
H -2.681863 8.917340 1.231072 0.12 0.02 -0.05 0.081
H -3.307238 7.856147 -2.343858 0.00 0.03 0.17 0.079
H -5.482408 -0.845994 5.054614 -0.11 0.08 0.18 0.081
H 1.347618 0.227107 -4.237811 1.11 0.98 2.08 0.136
H 1.015627 -2.524144 4.990666 -0.08 -0.12 0.09 0.049
H 3.739093 6.542755 1.375988 -0.06 -0.15 -0.04 0.081
H -3.880323 -1.527930 5.300970 -0.09 0.19 0.24 0.059
H -0.027876 1.230901 -2.194537 2.38 0.92 -0.34 0.143
H 6.953239 0.520178 -0.446125 -2.74 -1.00 0.76 0.087
H 4.383670 -5.532756 -4.301574 -0.02 0.10 0.00 0.077
H 3.483649 7.476230 -0.092164 -0.07 -0.16 0.00 0.080
H -2.957765 -6.028735 -7.480734 -0.02 0.13 0.02 0.081
H -2.182035 -4.077697 6.273308 0.15 0.04 0.05 0.079
H 5.282517 -4.065162 -3.850594 -0.10 -0.13 0.06 0.079
H -0.920109 -4.259452 5.062146 0.15 0.07 0.07 0.077
H 4.629930 0.561002 -2.005986 -0.52 -1.16 2.46 0.088
H -0.690929 4.825309 -4.336935 -0.55 0.17 2.37 0.088
H -4.291760 0.039064 6.036137 -0.01 -0.10 -0.08 0.085
H -4.871008 -6.216988 -4.224697 0.09 -0.03 -0.15 0.081
H -6.639190 -1.444511 8.602444 0.11 0.09 -0.08 0.079
H -4.648281 -7.024173 -5.794430 -0.05 0.11 0.05 0.081
H 1.021018 -1.206377 6.154951 -0.06 -0.15 0.05 0.083
H -1.277455 -1.935589 4.490828 -0.02 0.12 0.39 0.089
H -5.950297 0.089216 8.020853 -0.08 -0.08 -0.04 0.079
H -6.379745 -2.860289 6.050524 0.36 0.01 0.28 0.091
H -1.355043 9.683302 0.327078 -0.15 -0.05 -0.07 0.082
H -0.924234 6.010085 -2.835566 0.05 -2.39 -0.57 0.057
H -4.047855 8.682487 -0.953251 0.09 0.02 -0.09 0.082
H -5.477541 -5.454002 -5.688382 0.13 -0.04 -0.10 0.082
H -0.552318 -4.589031 6.771081 -0.06 0.03 -0.11 0.082
H 4.066506 3.969430 1.190838 -0.11 0.10 -0.03 0.085
H -0.904262 -3.825145 1.738817 0.89 1.33 -2.53 0.084
H 2.905394 1.177515 -3.763118 -1.92 -1.12 1.38 0.141
H -2.105728 4.521286 -3.080714 2.50 0.81 -0.31 0.089
H -2.523822 -5.936074 -5.006673 -0.07 0.26 0.08 0.141
H -3.778011 -4.453312 -7.383579 -0.05 -0.14 0.07 0.082
H -0.964475 -2.168541 7.308854 -0.12 0.11 -0.22 0.140
H 1.863894 -4.958024 -2.509222 0.11 -0.01 -0.07 0.073
H 0.861819 4.376845 -1.767498 -1.43 -0.77 -1.33 0.114
H -1.852593 -3.483622 -3.038965 1.58 0.85 2.26 0.068
H -2.428876 -4.700176 -0.507222 2.14 2.01 -0.20 0.087
H 4.025400 3.218224 -0.398629 -0.10 0.09 0.05 0.067
H 5.659382 5.551206 0.287971 -0.23 -0.02 -0.38 0.092
H -2.465529 6.873851 -0.216407 0.23 0.03 -0.15 0.142
H -0.640580 3.253944 -1.573141 1.29 1.27 -1.73 0.129
H 3.266740 -3.059779 -1.977125 0.23 -0.18 0.14 0.067
H 0.057007 -1.535982 -3.328498 -0.04 -0.92 2.65 0.085
H -4.074695 -3.555758 -5.156286 0.31 -0.25 0.17 0.097
H -2.728281 9.447133 -1.868808 0.00 -0.02 0.17 0.082
```
Forces are in eV/Å.

The SMILES is CCOCCON1c2ccccc2Sc2ccccc21.CC(C)O.CC(C)O.CC(C)O.CC(C)O.CC(C)O.CC(C)O. The charge is 0. As for the max |F|: 0.1121 Eh/bohr. Its total energy is -64996.0064 eV.


3.
Here is a cluster of 4 separate species, C5H16NO4 in total from OMol25. Energies are from ωB97M-V/def2-TZVPD.

Geometry as XYZ:
```
26
Properties=species:S:1:pos:R:3:forces:R:3:lowdin_charge:R:1
O 2.415090 1.836526 -1.108216 1.79 1.20 -1.44 -0.083
O -2.853637 1.642348 0.792282 -0.11 0.26 0.07 0.122
O 3.130301 -1.968184 0.470551 -0.37 0.02 -0.81 -0.068
O 0.849129 0.737623 -3.167354 1.09 0.20 -0.06 -0.043
N 0.405274 0.569837 -0.207577 0.04 -1.75 1.03 0.191
C -1.669525 -1.247416 1.724698 -0.69 -0.57 -2.71 -0.146
C -1.086156 0.395591 -0.075674 0.18 0.88 -3.10 -0.271
C -1.481307 -1.041758 0.161473 -0.23 -1.60 1.11 -0.125
C -1.696421 1.369265 0.884632 -0.46 0.30 0.25 -0.231
C -2.894713 -1.283256 2.218279 -0.05 -0.08 0.75 0.032
H -2.399568 -1.313965 -0.409573 0.26 0.75 0.80 0.138
H -1.339151 0.627710 -1.150594 -0.74 0.20 1.30 0.174
H 0.589207 0.619344 -1.218211 0.69 -0.45 -0.04 0.095
H 0.945059 1.332502 0.199108 -0.66 0.39 0.15 0.139
H 2.723067 2.230033 -1.984960 -0.60 -0.68 1.80 0.101
H 3.208373 1.952641 -0.550547 -0.38 -0.07 -0.24 0.082
H 0.753535 -0.296259 0.229309 0.80 0.29 -0.71 0.153
H -3.826387 -1.120414 1.711567 0.06 0.08 -0.96 0.077
H -0.787398 -1.793127 -0.333270 -0.14 1.03 0.88 0.142
H -0.776317 -1.420735 2.285639 0.28 -0.10 0.52 0.093
H 3.734094 -2.515172 -0.065245 -0.24 0.39 0.73 0.056
H 1.757768 0.476916 -3.427423 -0.75 -0.54 0.18 0.080
H -3.121224 -1.476477 3.245246 0.48 -0.04 0.74 0.064
H -1.052861 1.793971 1.691837 -0.04 -0.10 -0.23 0.147
H 3.509081 -1.798925 1.331530 0.48 -0.29 0.10 0.031
H 0.964686 1.691378 -3.247506 -0.70 0.26 -0.12 0.052
```
Forces are in eV/Å.

Its energy above the lowest of the compared OMol25 structures with the same formula, charge and spin is 27.77 kcal per mole. The charge is +1. As for the max |F|: 0.0627 Eh/bohr. Its total energy is -15116.5081 eV.


Q: Which value of charge does entry 3 give?
A: +1


Q: The highest max |F| belongs to which entry?
A: C38H33BrN2O4PPtS